240
Properties=species:S:1:pos:R:3:forces:R:3 method="wB97M-V/def2-TZVPD" de_lowest_kcal_mol=265.52 spin_multiplicity=1 homo_lumo_gap_ev=8.385 total_energy_ha=-4427.5366 homo_ev=-8.0 e_lumo_ev=0.383
C -38.730431 1.030934 22.712033 0.05 1.42 0.18
O -38.426951 -0.056161 23.439920 -0.19 -3.24 2.46
C -37.073825 -0.157265 23.776845 0.86 -0.22 0.67
C -36.671492 -1.160587 24.921610 -2.20 -0.02 -1.97
N -37.654250 -2.279250 24.887505 1.78 1.71 0.53
C -37.212127 -3.517937 25.427743 -1.38 -0.37 -0.05
C -38.493253 -4.343866 25.357024 -0.26 -0.58 0.83
O -38.820007 -4.703398 24.034392 -0.09 -0.13 -1.70
C -40.112360 -5.296573 23.746088 0.96 -0.57 1.04
H -38.290338 0.928903 21.720064 -0.43 0.45 -0.53
H -38.264221 1.850371 23.259086 -0.05 0.94 -0.51
H -39.810420 1.143938 22.806724 -0.01 0.19 -0.84
H -36.714301 0.814314 24.115760 0.16 0.32 -0.24
H -36.581512 -0.439146 22.846106 0.60 -0.03 -0.04
H -36.628287 -0.690581 25.904112 -0.47 0.11 0.12
H -35.632162 -1.399332 24.696040 0.04 -0.56 -0.05
H -38.300199 -2.394508 24.119669 0.56 0.53 -0.33
H -36.972970 -3.394751 26.484026 0.08 -0.05 0.21
H -36.338036 -3.964591 24.953851 0.06 -0.27 -0.29
H -39.277402 -3.693915 25.745330 -0.16 0.08 0.19
H -38.428708 -5.192460 26.038058 0.02 -0.55 -0.16
H -40.797529 -4.778876 23.074792 0.19 1.03 0.54
H -40.532327 -5.545399 24.720671 -0.69 0.10 -0.21
H -39.992833 -6.236140 23.206618 0.60 -0.32 0.17
C -32.314114 -4.488307 24.113256 0.07 -0.56 -0.97
O -33.083842 -3.293886 23.933756 0.99 -0.93 0.11
C -32.799961 -2.575852 22.709583 -1.71 0.17 0.98
C -34.159297 -1.831210 22.434229 0.96 -0.30 -0.91
N -34.478172 -1.694601 20.977617 -0.81 0.66 0.99
C -34.861207 -2.893587 20.250258 -0.26 -0.43 -0.41
C -36.369470 -3.350310 20.358460 1.01 0.16 -0.21
O -37.331722 -2.254268 20.241377 2.16 -2.51 0.94
C -38.600731 -2.766950 20.620461 -0.82 2.23 -0.32
H -32.601464 -5.148666 24.931457 -0.44 0.95 0.69
H -31.231490 -4.365104 24.142375 0.12 0.56 0.20
H -32.460164 -5.190370 23.292364 -0.19 0.15 -0.70
H -32.448991 -3.215129 21.899492 -0.38 -0.39 -0.07
H -31.997021 -1.856253 22.869537 0.06 0.18 0.14
H -34.065534 -0.846163 22.891382 0.07 0.31 -0.47
H -35.022237 -2.227614 22.969302 0.34 -0.99 0.13
H -35.394725 -1.275863 21.046193 -0.04 1.27 -0.33
H -34.134867 -3.652978 20.539841 -0.51 -0.70 -0.02
H -34.661236 -2.724916 19.192118 0.02 0.19 -0.15
H -36.500103 -3.940830 21.265278 -0.32 0.48 0.54
H -36.599765 -4.069285 19.572244 0.24 -0.03 -0.41
H -38.969692 -1.792806 20.941420 -1.43 -0.38 0.12
H -38.745948 -3.468416 21.442013 1.01 -0.13 0.21
H -39.143459 -3.148959 19.755809 -0.05 0.00 -0.16
C -29.112450 -3.430837 25.448986 1.47 -1.72 1.64
O -28.563350 -4.250253 24.383231 -0.44 0.73 0.29
C -27.996913 -5.512379 24.789778 0.51 -0.07 0.27
C -27.038254 -6.005620 23.645325 -1.11 0.94 0.53
N -27.691041 -5.786063 22.347428 0.80 0.49 0.34
C -28.992803 -6.367760 22.221678 -0.70 -1.69 1.12
C -28.904428 -7.878567 22.546359 -1.15 -1.08 -2.23
O -30.058422 -8.553180 22.012092 -1.88 1.79 0.24
C -30.261044 -9.853934 22.412383 0.92 -1.36 0.50
H -29.574372 -2.455949 25.293000 0.06 -0.38 -1.30
H -28.302494 -3.268959 26.160233 0.49 0.49 -0.06
H -29.749122 -4.026023 26.103587 -0.74 -0.21 -0.44
H -28.772315 -6.221101 25.080575 -0.44 -0.11 -0.51
H -27.411694 -5.459795 25.707854 0.28 0.65 0.17
H -26.640077 -7.000197 23.846273 -0.11 0.02 -0.11
H -26.247027 -5.258267 23.585995 0.46 -0.40 0.52
H -27.907890 -4.832909 22.601569 -0.13 0.72 -1.35
H -29.449308 -6.137597 21.259008 0.29 -0.44 -0.18
H -29.656558 -5.930751 22.967698 -0.43 0.00 0.11
H -28.811788 -8.128139 23.603354 0.20 0.23 0.10
H -28.201997 -8.413577 21.907261 1.55 0.67 0.63
H -31.285683 -10.225699 22.408843 -0.30 0.74 -0.26
H -29.900322 -10.045560 23.422955 0.05 0.14 0.29
H -29.700434 -10.528531 21.765285 0.20 -0.29 -0.23
C -30.903455 -5.411495 18.563788 -1.61 1.41 0.44
O -31.994312 -4.601135 17.956531 1.32 -1.75 0.48
C -31.803877 -3.196785 18.161869 1.20 -2.21 -0.18
C -32.371949 -2.617203 16.946102 -2.00 2.21 -1.40
N -32.203296 -1.185708 16.911197 1.99 0.76 0.47
C -32.958174 -0.385194 17.873424 -1.33 0.96 -2.23
C -34.445366 -0.128635 17.328086 0.21 0.92 1.07
O -34.459298 0.669312 16.155853 2.81 0.28 0.02
C -35.652002 0.845309 15.502038 -0.80 -1.26 0.02
H -30.993173 -5.084930 19.599843 0.76 -0.42 0.37
H -29.907826 -5.218400 18.164378 -0.09 0.45 -0.21
H -31.058874 -6.489438 18.519258 -0.62 0.22 -0.31
H -30.733379 -3.002688 18.095044 0.30 0.26 0.05
H -32.082607 -2.874911 19.165272 -0.71 0.17 -0.09
H -33.431940 -2.606186 16.692331 -0.80 -1.92 1.03
H -31.948500 -3.046110 16.037903 0.59 -0.11 0.33
H -32.390348 -0.926849 15.953020 -0.08 0.80 0.24
H -32.448070 0.577061 17.917666 -0.27 0.39 -0.35
H -32.923947 -0.640871 18.932469 -0.33 -1.04 -0.24
H -34.973670 0.478288 18.063370 -0.20 -0.18 0.60
H -35.058774 -1.012420 17.152717 0.25 -0.51 0.07
H -36.412471 1.229246 16.182025 -0.26 0.48 -0.14
H -35.985681 -0.142945 15.185626 -0.53 -0.26 -0.24
H -35.521895 1.419496 14.584725 0.11 0.34 0.38
C -34.706319 2.773296 21.022118 0.31 -0.74 0.27
O -33.758212 2.549509 22.027293 0.41 0.19 2.12
C -34.329330 2.835766 23.345966 1.78 -0.52 0.31
C -33.284116 2.414812 24.461183 -0.81 0.76 -0.66
N -33.088804 0.991387 24.381300 0.96 -0.04 0.22
C -32.058307 0.454281 25.344712 -0.94 -0.14 -2.37
C -30.597607 0.844976 25.092467 0.10 -0.73 1.00
O -30.186878 0.570790 23.786992 -0.46 -0.70 -1.14
C -28.780319 0.556128 23.568169 -0.50 1.42 -0.42
H -35.073743 3.796367 21.102301 -0.46 -0.02 -0.26
H -35.437748 1.983131 21.191635 -0.86 0.37 -0.50
H -34.223712 2.594519 20.061270 -0.02 0.17 0.02
H -35.214448 2.239303 23.567110 -0.25 -0.03 -0.48
H -34.557604 3.901251 23.372822 -0.09 0.10 0.22
H -33.622358 2.620943 25.476661 -0.32 0.59 -0.10
H -32.339707 2.924434 24.270199 0.08 0.53 0.10
H -32.653043 0.985657 23.470157 0.15 -1.20 -0.51
H -32.112362 -0.602228 25.082083 0.09 -0.32 0.59
H -32.408483 0.611763 26.364847 0.30 0.10 0.01
H -30.056770 0.117844 25.698176 0.36 0.32 0.81
H -30.364264 1.863041 25.404230 0.16 0.22 -0.04
H -28.592444 0.508364 22.495544 -0.35 -0.23 -0.04
H -28.182457 -0.227657 24.033286 -0.39 -0.13 0.50
H -28.461706 1.560130 23.848460 0.74 -0.07 0.33
C -21.053364 -0.192574 25.111270 -0.75 -0.63 -1.14
O -21.710932 -1.476621 24.990462 -0.07 0.91 0.00
C -20.922083 -2.579010 24.576136 -0.60 -0.57 -1.60
C -21.301515 -3.043615 23.118219 -0.96 2.38 1.42
N -22.712114 -3.436210 23.047637 1.27 -1.27 -1.34
C -23.051464 -3.542440 21.605720 -0.73 0.35 0.89
C -24.542550 -3.817009 21.447147 0.05 0.36 -0.94
O -25.240065 -2.567885 21.370860 -0.86 0.41 0.68
C -26.696062 -2.670675 21.165124 2.23 -0.83 0.12
H -20.590509 0.156102 24.188069 0.88 -0.77 -0.28
H -20.356689 -0.186803 25.949551 -0.17 0.26 0.02
H -21.823590 0.578458 25.092200 -0.34 -0.25 1.20
H -21.235790 -3.449733 25.151917 0.67 0.17 0.80
H -19.878055 -2.265908 24.583951 0.21 -0.63 0.35
H -20.626911 -3.775745 22.674379 -0.10 -0.14 0.25
H -21.261904 -2.100857 22.572574 0.71 0.16 -0.68
H -23.320367 -2.860272 23.611941 0.06 0.44 -0.42
H -22.372057 -4.232891 21.105928 -0.38 -1.04 0.50
H -22.793951 -2.694229 20.971427 -0.26 1.07 0.41
H -24.880223 -4.444912 22.271660 -0.18 0.00 0.01
H -24.712286 -4.324399 20.497489 -0.11 -0.42 -0.07
H -27.159622 -3.210208 21.991030 -0.02 0.21 0.08
H -26.771448 -3.286532 20.268942 -0.72 0.20 -0.22
H -27.110800 -1.666793 21.073951 0.23 -0.16 -0.15
C -36.216130 -8.130376 22.560265 -0.43 1.51 -1.01
O -35.930878 -8.037707 23.921546 0.51 -0.47 2.00
C -37.031075 -7.801370 24.873251 0.64 -0.37 -0.03
C -36.593104 -7.813671 26.428927 1.24 -0.70 -3.26
N -35.574678 -6.843334 26.782186 -1.55 0.73 1.51
C -34.925932 -7.170997 28.064339 0.81 1.80 -0.92
C -34.083549 -5.971002 28.617329 0.66 -0.21 -0.55
O -33.231250 -5.398581 27.645038 0.43 -0.81 -0.87
C -32.383063 -4.346255 28.122398 -1.45 -1.18 -0.98
H -36.047529 -7.135769 22.147422 -0.33 0.38 -0.29
H -37.221291 -8.423695 22.257426 -0.39 -0.14 0.58
H -35.565274 -8.729946 21.923876 0.52 -0.63 0.95
H -37.645533 -8.688535 24.720000 -0.64 0.21 0.32
H -37.549954 -6.887537 24.583808 -0.07 0.09 0.05
H -36.152963 -8.809801 26.474734 0.04 -0.58 0.43
H -37.483672 -7.835018 27.057035 -0.01 0.52 -0.02
H -34.918595 -6.592853 26.056296 -0.03 -0.36 0.02
H -34.319627 -8.054199 27.863220 0.58 -0.12 0.56
H -35.583973 -7.399019 28.902831 -0.61 -0.11 -0.44
H -33.461060 -6.386348 29.409856 0.07 -0.05 0.44
H -34.590690 -5.084072 28.997147 -1.11 -0.51 0.42
H -31.809402 -4.128203 27.221585 0.47 0.31 0.48
H -31.824824 -4.728487 28.977012 0.35 0.44 0.05
H -33.040079 -3.506378 28.348267 0.32 0.34 0.42
C -42.447512 -6.484339 14.170207 1.27 -0.34 0.37
O -41.182607 -6.218081 13.611551 0.28 2.08 -1.94
C -40.134822 -5.980314 14.498906 -0.18 -2.22 0.34
C -39.839504 -7.343033 15.110520 1.21 0.28 1.86
N -40.560098 -7.742473 16.330096 -0.19 0.95 -0.24
C -40.019645 -8.866334 17.043705 -0.63 0.10 -0.32
C -40.724248 -9.053653 18.421843 0.99 -0.59 -2.57
O -41.048319 -7.841626 19.009689 0.25 1.06 1.52
C -39.906371 -7.181363 19.623523 -0.52 -0.42 -0.32
H -42.507957 -5.874139 15.071380 -0.82 0.06 0.08
H -42.383242 -7.533943 14.457110 -0.90 -0.10 0.21
H -43.189346 -6.277753 13.398778 -0.08 -0.01 0.34
H -40.256166 -5.192109 15.241938 -0.63 0.15 0.19
H -39.187631 -5.756298 14.008246 -0.49 0.35 -0.85
H -38.774656 -7.232591 15.315458 0.60 -0.60 0.43
H -39.919039 -8.115660 14.345789 -0.22 0.05 -0.06
H -40.746570 -6.998976 16.987776 0.12 0.41 -0.28
H -38.951927 -8.864496 17.262964 0.52 0.28 -0.60
H -40.304078 -9.657702 16.350207 0.67 -0.95 0.55
H -39.963585 -9.628061 18.950572 -0.53 -0.25 0.80
H -41.584526 -9.644962 18.108195 -0.51 0.26 1.17
H -39.377340 -7.856958 20.295675 0.27 -0.36 -0.33
H -40.175034 -6.357643 20.284894 -0.78 0.04 -0.34
H -39.269958 -6.768226 18.840959 0.33 -0.17 0.05
C -41.051228 -0.603701 25.101619 -0.07 0.41 1.40
O -41.990623 -0.748495 26.236115 1.54 0.24 -1.13
C -41.942806 -2.097140 26.673983 -0.75 0.62 -0.33
C -42.758306 -2.976544 25.708333 0.85 -1.53 0.09
N -43.959337 -2.412769 25.062753 1.37 0.43 1.01
C -44.636140 -3.169983 24.011604 0.44 0.90 1.26
C -43.970809 -3.446975 22.661451 -0.94 -2.37 -0.19
O -43.254543 -4.731866 22.668210 0.00 1.53 1.23
C -43.371780 -5.525726 21.533892 -1.06 0.29 -0.71
H -41.360255 -1.145853 24.207943 -0.08 -0.19 0.06
H -40.055474 -0.902354 25.429300 -0.02 -0.53 -0.13
H -40.888534 0.443056 24.844851 -0.72 0.14 0.17
H -42.222557 -2.183854 27.723896 -1.09 0.54 -0.08
H -40.923014 -2.460852 26.799865 0.43 -0.12 -0.86
H -42.881136 -3.861565 26.332626 -1.09 -0.36 -0.17
H -42.078506 -3.368465 24.951779 0.34 0.14 -0.40
H -43.577925 -1.564256 24.669500 -0.46 0.51 -0.05
H -45.527941 -2.564397 23.850205 -0.07 0.03 -0.49
H -45.026042 -4.039948 24.540027 0.22 -0.59 -0.70
H -43.406471 -2.670550 22.144946 0.44 0.23 0.62
H -44.851982 -3.580173 22.033853 -0.09 -0.20 -0.44
H -42.516780 -6.199600 21.479342 0.02 0.27 -0.37
H -43.589429 -4.899843 20.668449 1.08 0.12 -0.57
H -44.286585 -6.116791 21.490846 -0.22 -0.54 0.76
C -26.836257 -12.006070 28.354455 0.84 0.76 -0.93
O -28.174251 -12.006267 27.987758 -1.52 0.41 0.18
C -29.119904 -11.148893 28.678715 0.72 -1.36 -0.61
C -28.707576 -9.711926 28.778195 -0.12 2.26 -0.76
N -29.691769 -8.751697 28.200935 -0.37 -0.14 -0.16
C -29.897759 -8.705147 26.744000 -0.26 -0.30 0.79
C -31.313840 -8.175422 26.431524 1.53 -3.05 0.55
O -31.557803 -8.689774 25.113830 1.69 0.08 0.65
C -32.830290 -8.397452 24.712078 -1.40 2.07 -0.09
H -26.456392 -12.954071 27.973540 0.28 -0.09 0.69
H -26.554849 -11.716084 29.366790 -0.53 -0.79 0.59
H -26.296010 -11.240432 27.797647 0.16 0.22 -0.46
H -29.277006 -11.601715 29.657670 -0.18 0.15 0.21
H -30.028372 -11.253014 28.085473 -0.03 0.08 0.17
H -27.778445 -9.506517 28.246590 0.48 -0.57 0.09
H -28.541523 -9.422688 29.815917 -0.08 0.05 -0.02
H -29.722830 -7.839784 28.634005 0.36 -0.19 0.11
H -29.765475 -9.735154 26.412814 -0.51 -0.07 -0.22
H -29.225789 -8.148700 26.090604 0.78 0.41 0.43
H -31.388824 -7.123079 26.705472 -0.30 0.46 -1.07
H -31.919614 -8.715123 27.159435 -0.62 0.06 -0.05
H -32.902999 -7.380157 25.096690 -1.46 0.34 -0.03
H -33.614873 -9.038945 25.113337 0.01 -0.14 0.18
H -32.995961 -8.258366 23.643760 0.56 -0.62 -0.22